Entry from the OMol25 dataset: an isolated ion of composition C3H9N2O2 and charge +1 (wB97M-V/def2-TZVPD).

As for the total energy: -10316.885 eV. Its HOMO energy (alpha / beta) is -12.7 / -16.4 eV. For the frontier orbital gap (alpha / beta), the calculation gives 9.346 / 7.622 eV. Its lowest unoccupied orbital energy (alpha / beta) is -3.4 / -8.8 eV. As for the expectation value of S²: 2.007.

ORCA input file:
```
! RIJCOSX wB97M-V def2-TZVPD def2/J DEFGRID3
* xyz 1 3
H 1.918 0.822 -0.168
H -0.890 -2.830 -2.102
N -0.392 -0.258 -0.842
H -0.991 1.105 0.451
C -0.137 -0.505 1.581
H 1.450 1.157 1.397
H 1.112 2.381 -0.021
N -0.667 -1.457 -0.927
O -1.133 -1.869 -2.096
C 1.129 1.286 0.318
H -0.491 1.402 -1.806
H 0.629 -1.304 1.594
O -0.362 0.452 -1.976
H 0.100 0.088 2.421
C -0.096 0.417 0.367
H -1.180 -0.884 1.810
*
```

Atomic partial charges in e from the Löwdin method, atoms 1 to 2:
1 H 0.07
2 H 0.18



Entry from the OMol25 dataset: a 2-piece molecular cluster, C3H9N2O2S overall (wB97M-V/def2-TZVPD).

As for the total energy: -21163.582 eV. Its HOMO energy is -3.9 eV. For the frontier orbital gap, the calculation gives 7.821 eV. Its lowest unoccupied orbital energy is 3.9 eV.

ORCA input file:
```
! RIJCOSX wB97M-V def2-TZVPD def2/J DEFGRID3
* xyz -1 1
C 1.181 -0.492 1.445
H 1.151 1.661 0.072
C -1.044 -1.447 -0.361
H -2.114 -1.345 -0.507
H -0.816 -2.442 -0.040
H -0.645 -1.319 -1.455
H -2.109 0.852 -0.202
H -0.946 1.685 0.652
S 2.297 -0.251 0.047
H 1.136 -1.533 1.613
H 2.556 1.881 -0.776
H -0.473 1.139 -1.018
N 2.176 1.540 0.107
O 3.660 -0.763 0.315
N -0.774 -0.365 0.585
O 1.829 -0.440 -1.326
C -1.071 0.882 -0.007
*
```

Atomic partial charges in e from the Löwdin method, atoms 1 to 2:
1 C -0.13
2 H -0.02



Entry from the OMol25 dataset: an isolated ion of composition C3H9N2O2S and charge +1 (wB97M-V/def2-TZVPD).

As for the total energy: -21158.737 eV. Its HOMO energy is -15.2 eV. For the frontier orbital gap, the calculation gives 11.241 eV. As for the structure (SMILES): C/[NH+]=C(/N)S(C)(=O)=O. Its lowest unoccupied orbital energy is -3.9 eV.

ORCA input file:
```
! RIJCOSX wB97M-V def2-TZVPD def2/J DEFGRID3
* xyz 1 1
S -1.482 0.271 -0.632
H -2.790 -0.672 1.065
N 1.385 0.069 0.017
C 1.453 1.254 0.844
C 0.388 -0.438 -0.729
N 0.632 -1.484 -1.464
H 2.323 -0.415 -0.083
C -1.771 -0.359 1.122
H 0.526 1.826 0.555
O -1.253 1.669 -0.655
H -1.547 0.493 1.751
H -0.003 -1.802 -2.136
H 1.546 1.046 1.880
O -2.101 -0.469 -1.640
H -1.277 -1.231 1.381
H 1.668 -1.754 -1.776
H 2.304 1.996 0.500
*
```

Atomic partial charges in e from the Löwdin method, atoms 1 to 2:
1 S 0.74
2 H 0.07



Entry from the OMol25 dataset: a 2-piece molecular cluster, C3H9N2O3 overall (wB97M-V/def2-TZVPD).

As for the total energy: -12382.122 eV. Its HOMO energy is -4.7 eV. For the frontier orbital gap, the calculation gives 8.743 eV. Its lowest unoccupied orbital energy is 4.0 eV.

ORCA input file:
```
! RIJCOSX wB97M-V def2-TZVPD def2/J DEFGRID3
* xyz -1 1
H 1.774 0.063 1.779
N -1.093 -0.920 0.244
O -2.197 -0.060 -1.537
H 1.121 0.566 0.235
O -1.323 1.310 0.035
H -0.547 -0.019 2.043
H -0.032 -1.713 1.806
O -0.400 2.933 -1.949
H -1.123 -1.825 -0.189
C 1.238 -0.284 0.908
H 1.382 -2.066 -0.127
C -0.160 -0.748 1.331
H 2.534 -1.007 -0.515
H -0.971 2.594 -2.646
C -1.582 0.200 -0.489
H -0.620 2.343 -1.192
N 2.001 -1.368 0.262
*
```

Atomic partial charges in e from the Löwdin method, atoms 1 to 2:
1 H 0.09
2 N 0.02



Entry from the OMol25 dataset: a 2-piece molecular cluster, C3H9N2O3 overall (wB97M-V/def2-TZVPD).

As for the total energy: -12380.197 eV. Its HOMO energy is -3.6 eV. For the frontier orbital gap, the calculation gives 7.370 eV. Its lowest unoccupied orbital energy is 3.8 eV.

ORCA input file:
```
! RIJCOSX wB97M-V def2-TZVPD def2/J DEFGRID3
* xyz -1 1
H -0.559 -0.395 1.777
O 1.096 -1.436 1.779
H -0.728 1.826 0.606
N 0.319 -0.020 -0.061
H -2.160 2.601 0.099
C -1.548 1.222 -1.176
N -1.296 2.160 -0.163
C 0.028 -1.019 1.084
H 3.295 -1.773 0.291
H -0.193 -0.199 -2.085
O 3.239 -0.815 0.415
H -0.539 -1.864 0.584
O -2.616 1.349 -1.766
C -0.682 -0.003 -1.127
H 1.231 0.070 -0.474
H -1.333 -0.844 -0.846
H 2.447 -0.860 1.064
*
```

Atomic partial charges in e from the Löwdin method, atoms 1 to 2:
1 H 0.08
2 O -0.31



Entry from the OMol25 dataset: C3H9N2OP as an isolated structure (wB97M-V/def2-TZVPD).

As for the total energy: -17570.998 eV. Its HOMO energy is -8.4 eV. For the frontier orbital gap, the calculation gives 9.325 eV. Its lowest unoccupied orbital energy is 0.9 eV.

ORCA input file:
```
! RIJCOSX wB97M-V def2-TZVPD def2/J DEFGRID3
* xyz 0 1
H -0.072 -0.061 2.170
H -0.501 -2.711 0.073
C -1.083 -0.896 0.274
H 1.582 -0.308 -1.632
H 2.864 0.898 -0.657
H -0.901 0.154 -1.553
C 0.051 1.289 0.041
N 1.036 0.405 0.617
C -1.098 0.393 -0.507
N 0.382 -0.544 1.393
O -0.709 -1.960 -0.492
H -1.893 -1.080 0.978
H 0.497 1.911 -0.738
H -0.338 1.936 0.837
H -2.053 0.908 -0.424
P 2.236 -0.332 -0.380
*
```

Atomic partial charges in e from the Löwdin method, atoms 1 to 2:
1 H 0.07
2 H 0.11



Entry from the OMol25 dataset: a 2-piece molecular cluster, C3H9N2P overall (wB97M-V/def2-TZVPD).

As for the total energy: -15522.048 eV. Its HOMO energy is -7.5 eV. For the frontier orbital gap, the calculation gives 8.126 eV. Its lowest unoccupied orbital energy is 0.6 eV.

ORCA input file:
```
! RIJCOSX wB97M-V def2-TZVPD def2/J DEFGRID3
* xyz 0 1
P -2.111 1.347 -1.836
C 1.127 -0.627 -0.048
N -1.338 0.914 -0.321
H -3.239 0.832 -1.317
C 1.924 0.605 -0.262
H 1.257 -3.199 1.685
H 2.743 0.632 0.506
H 1.283 1.492 -0.270
H -2.021 0.644 0.393
H -0.311 -2.424 2.243
H -0.638 0.234 -0.558
C 0.568 -2.413 1.535
H 2.409 0.664 -1.167
N 0.912 -1.318 0.876
H -2.565 2.616 -1.458
*
```

Atomic partial charges in e from the Löwdin method, atoms 1 to 2:
1 P 0.70
2 C -0.14



Entry from the OMol25 dataset: an isolated ion of composition C3H9N2S and charge -1 (wB97M-V/def2-TZVPD).

As for the total energy: -17072.703 eV. Its HOMO energy is -2.5 eV. For the frontier orbital gap, the calculation gives 6.579 eV. As for the structure (SMILES): NC[C@@H](N)C[S-]. Its lowest unoccupied orbital energy is 4.0 eV.

ORCA input file:
```
! RIJCOSX wB97M-V def2-TZVPD def2/J DEFGRID3
* xyz -1 1
H -0.412 -0.520 1.175
H 1.408 -2.024 0.162
S -2.088 0.612 -0.994
H 0.026 -0.113 -1.885
N 2.208 -0.852 1.741
N 0.627 1.215 0.464
C 0.148 -0.259 0.270
H 2.235 -0.531 -0.325
H 3.183 -1.049 1.580
C 1.536 -0.952 0.405
H 2.052 0.102 2.034
C -0.653 -0.447 -1.035
H 0.516 1.436 1.449
H -0.757 -1.502 -1.330
H -0.162 1.636 -0.042
*
```

Atomic partial charges in e from the Löwdin method, atoms 1 to 2:
1 H 0.11
2 H 0.09



Entry from the OMol25 dataset: a 2-piece molecular cluster, C3H9N2S overall (wB97M-V/def2-TZVPD).

As for the total energy: -17072.974 eV. Its HOMO energy is -2.6 eV. For the frontier orbital gap, the calculation gives 6.474 eV. Its lowest unoccupied orbital energy is 3.9 eV.

ORCA input file:
```
! RIJCOSX wB97M-V def2-TZVPD def2/J DEFGRID3
* xyz -1 1
H 0.616 -3.511 -1.467
C 0.779 -2.913 -0.537
S -0.030 -1.067 1.352
N 0.017 3.828 -0.021
H 0.759 2.146 1.008
H 0.470 4.414 0.647
H -0.731 -1.454 -0.957
C -0.053 2.467 0.339
C -0.467 -2.125 -0.125
H -0.917 0.745 0.397
H -0.853 4.209 -0.384
N -1.088 1.743 0.072
H 1.162 -3.548 0.298
H 1.616 -2.209 -0.710
H -1.278 -2.725 0.089
*
```

Atomic partial charges in e from the Löwdin method, atoms 1 to 2:
1 H 0.05
2 C -0.27



Entry from the OMol25 dataset: a 2-piece molecular cluster, C3H9N2S overall (wB97M-V/def2-TZVPD).

As for the total energy: -17065.096 eV. Its HOMO energy is -14.2 eV. For the frontier orbital gap, the calculation gives 10.215 eV. Its lowest unoccupied orbital energy is -4.0 eV.

ORCA input file:
```
! RIJCOSX wB97M-V def2-TZVPD def2/J DEFGRID3
* xyz 1 1
C -0.161 0.118 -0.026
S 0.885 1.427 -0.427
C 2.390 0.330 0.012
H -0.225 -1.806 0.574
N -3.166 0.861 0.019
H -1.250 0.358 -0.287
N 0.370 -0.999 0.274
H 2.728 0.735 0.979
H -3.955 0.680 0.581
H 3.137 0.430 -0.757
H -3.193 1.874 -0.093
H -3.658 0.404 -0.725
H 2.479 -1.786 0.723
H 1.824 -1.566 -0.914
C 1.794 -1.061 0.067
*
```

Atomic partial charges in e from the Löwdin method, atoms 1 to 2:
1 C -0.39
2 S 1.03



Entry from the OMol25 dataset: a 2-piece molecular cluster, C3H9N2S overall (wB97M-V/def2-TZVPD).

As for the total energy: -17058.428 eV. Its HOMO energy (alpha / beta) is -8.2 / -13.1 eV. For the frontier orbital gap (alpha / beta), the calculation gives 3.535 / 4.690 eV. Its lowest unoccupied orbital energy (alpha / beta) is -4.7 / -8.4 eV. As for the expectation value of S²: 2.015.

ORCA input file:
```
! RIJCOSX wB97M-V def2-TZVPD def2/J DEFGRID3
* xyz 1 3
C -2.173 -1.094 -0.347
H 2.698 0.764 0.772
H -2.172 -1.573 -1.321
N 1.178 -0.020 -0.296
H -2.764 0.631 0.761
C 2.496 0.046 0.013
N 3.393 -0.767 -0.519
S 0.271 1.288 0.289
H -3.230 0.741 -0.903
H -0.871 0.579 0.682
H -1.617 -1.635 0.507
H 3.182 -1.370 -1.229
H 4.271 -0.538 -0.214
C -2.706 0.100 -0.157
H 0.712 -0.715 -0.868
*
```

Atomic partial charges in e from the Löwdin method, atoms 1 to 2:
1 C -0.01
2 H 0.10



Entry from the OMol25 dataset: one molecule with the formula C3H9N3 (wB97M-V/def2-TZVPD).

As for the total energy: -7725.952 eV. Its HOMO energy is -8.7 eV. For the frontier orbital gap, the calculation gives 9.669 eV. As for the structure (SMILES): [H]/N=C/N(N)CC. Its lowest unoccupied orbital energy is 0.9 eV.

ORCA input file:
```
! RIJCOSX wB97M-V def2-TZVPD def2/J DEFGRID3
* xyz 0 1
H 1.015 3.317 -0.762
C -0.683 -0.356 0.781
H 0.514 -0.126 -2.145
C -0.658 -1.878 0.706
H -0.147 2.127 0.675
N 0.772 -0.439 -1.182
N 0.006 0.349 -0.313
H -1.218 -2.218 -0.221
H -1.091 -2.358 1.611
N 0.948 2.359 -1.061
C 0.322 1.662 -0.183
H 1.748 -0.135 -1.132
H -1.725 -0.011 0.887
H -0.192 -0.051 1.738
H 0.387 -2.243 0.601
*
```

Atomic partial charges in e from the Löwdin method, atoms 1 to 2:
1 H 0.02
2 C -0.24



How do the records compare in maximum force? In the order shown, they have 10.05 4.13 5.13 0.72 3.30 3.68 4.83 3.41 3.39 3.94 6.78 1.91 eV/Å.
How do the records compare in relative energy (zero: lowest compared OMol25 entry of this formula, charge and spin)? In the order shown, they have 3.148 6.626 2.095 0.000 1.925 3.215 3.354 0.823 0.552 1.070 3.471 1.622 eV.